Computed, not measured: a molecular structure, C19H37AsN5OPtS2Se2Si2, with ωB97M-V/def2-TZVPD.

The geometry in ORCA input format:
```
! RIJCOSX wB97M-V def2-TZVPD def2/J DEFGRID3
* xyz 3 1
Pt 1.18078 1.38246 -0.19308
Se 2.06879 3.50106 -0.98812
Se 3.17019 1.24967 1.17408
C 3.64906 0.19678 -0.33921
C 4.83465 -0.41506 -0.68848
C 4.89746 -1.01412 -1.93905
C 3.79477 -0.97506 -2.78888
C 2.64056 -0.34999 -2.36856
N 2.57626 0.21005 -1.14934
C 0.82428 4.03043 0.35233
C 0.48007 5.28384 0.81819
C -0.47089 5.35311 1.82342
C -1.04756 4.18533 2.31942
C -0.65130 2.96738 1.80891
N 0.27348 2.90816 0.84305
H 5.68545 -0.39975 -0.02135
H 5.81205 -1.49632 -2.25884
H 3.83423 -1.41557 -3.77485
H 1.75967 -0.27261 -2.98870
H 0.94344 6.17003 0.40742
H -0.76439 6.31546 2.22223
H -1.79060 4.22204 3.10335
H -1.05426 2.02386 2.14177
N 0.20136 0.09557 3.41990
N -0.81634 -0.78612 3.79111
C -1.87508 -0.99407 3.02062
N -2.92237 -1.62305 3.52261
S -2.04881 -0.42864 1.37569
H 1.07982 -0.41052 3.35695
H 0.28563 0.81410 4.13272
H -0.79494 -1.20805 4.71416
H -3.03054 -1.79665 4.51352
H -3.67825 -1.90590 2.91661
C -0.44559 -3.91114 1.63161
Si 0.94708 -2.73928 1.26461
C 2.17194 -3.36058 0.01624
C 1.89361 -2.24548 2.79265
As -0.10396 -0.77424 0.22561
Si -1.20622 -1.50173 -1.92806
C -3.01839 -1.21707 -1.66284
C -0.44949 -0.58419 -3.36449
C -0.82303 -3.30744 -2.12242
H -0.01807 -4.88168 1.89974
H -1.10008 -4.06929 0.77449
H -1.05562 -3.58696 2.47602
H 2.72664 -4.16538 0.50957
H 2.90150 -2.60099 -0.26851
H 1.72409 -3.78226 -0.87944
H 2.52364 -3.10053 3.05687
H 1.26861 -2.05286 3.66387
H 2.56493 -1.40186 2.61965
H -3.25755 -0.17090 -1.47557
H -3.41651 -1.82854 -0.85343
H -3.52903 -1.52280 -2.58134
H 0.06486 0.33608 -3.10184
H -1.26205 -0.30813 -4.04274
H 0.21276 -1.24451 -3.92793
H -1.22887 -3.94657 -1.33926
H 0.24383 -3.49859 -2.22867
H -1.28828 -3.61871 -3.06425
C -2.01853 3.19550 -3.25212
S -1.77586 3.11393 -1.48552
C -3.48688 2.99772 -0.98830
O -1.17317 1.73831 -1.20478
H -2.58690 2.32720 -3.58225
H -1.03623 3.21817 -3.72039
H -2.55254 4.11700 -3.48433
H -3.97330 3.94393 -1.22602
H -3.50935 2.83787 0.08815
H -3.97466 2.17811 -1.51415
*
```

Values from the calculation:
HOMO energy (alpha / beta) in eV: -16.108 / -16.109
Energy in Eh: -9627.69131
Frontier orbital gap (alpha / beta) in eV: 6.191 / 6.192
Energy relative to the best compared isomer or geometry (same formula, charge and spin) in kJ/mol: 58.5

Computed, not measured: a molecular structure, C19H37CdNO8Sb, with ωB97M-V/def2-TZVPD.

The geometry in ORCA input format:
```
! RIJCOSX wB97M-V def2-TZVPD def2/J DEFGRID3
* xyz -1 1
Cd -1.11161 0.06719 0.99535
O -1.96233 -1.87087 -0.52662
C -1.42271 -3.07297 0.00833
C -1.72207 -3.20684 1.48575
N -1.22977 -2.05085 2.23154
C -2.20072 -1.64102 3.25300
C -3.51342 -1.17708 2.59730
O -4.56888 -1.47400 3.13650
O -3.36059 -0.50518 1.50421
C 0.10710 -2.25877 2.78236
C 0.94762 -0.98558 2.99400
O 1.85724 -1.06876 3.80884
O 0.66697 0.02828 2.26006
H -2.82493 -1.69485 -0.11497
H -0.34689 -3.03342 -0.17940
H -1.82207 -3.95048 -0.51157
H -1.31251 -4.14285 1.88704
H -2.80798 -3.26401 1.59830
H -1.77355 -0.80202 3.81169
H -2.41816 -2.44883 3.95861
H 0.67448 -2.86957 2.07545
H 0.07373 -2.80344 3.73192
C -4.03205 3.37692 1.33240
C -2.55361 3.02174 1.27605
C -1.67825 4.15801 1.77615
O -2.30044 1.91861 2.16460
C -2.16146 2.71079 -0.19549
O -2.39475 3.58079 -1.02595
O -1.59439 1.58554 -0.45771
H -4.28754 3.76623 2.32036
H -4.64320 2.49149 1.13724
H -4.25648 4.12465 0.57403
H -1.99193 4.45011 2.77992
H -1.75569 5.00905 1.10095
H -0.63605 3.83551 1.82261
H -3.03897 1.28931 2.06709
C 2.15822 -0.50485 -4.18382
C 1.18752 -1.07022 -3.15077
C 1.33584 -2.58536 -3.01418
Sb 1.17528 -0.14594 -1.18730
C 3.15481 -0.61335 -0.42530
C 3.15349 -1.95593 0.30520
C 4.30718 -0.53733 -1.42070
C 1.62471 1.87082 -1.81407
C 0.56797 2.41733 -2.77375
C 1.75499 2.76068 -0.57943
H 1.93313 -0.92015 -5.17385
H 3.19010 -0.76732 -3.95353
H 2.10335 0.57990 -4.26657
H 0.16638 -0.86149 -3.48492
H 2.32961 -2.85662 -2.64803
H 1.20273 -3.08027 -3.98337
H 0.59959 -3.00730 -2.32661
H 3.28104 0.17089 0.32657
H 2.88444 -2.78082 -0.36175
H 2.46283 -1.95305 1.14613
H 4.14744 -2.17782 0.71008
H 4.28775 -1.38492 -2.11012
H 5.26583 -0.58033 -0.89053
H 4.30255 0.37721 -2.01540
H 2.58889 1.80561 -2.32520
H -0.40556 2.50564 -2.28679
H 0.43927 1.78780 -3.65774
H 0.85932 3.41511 -3.12211
H 0.80219 2.81709 -0.04753
H 2.02772 3.78114 -0.87012
H 2.50727 2.40107 0.12559
*
```

Values from the calculation:
HOMO energy in eV: -5.686
Energy in Eh: -1811.00284
Frontier orbital gap in eV: 8.367
Energy relative to the best compared isomer or geometry (same formula, charge and spin) in kJ/mol: 0.0

Computed, not measured: 6 unconnected molecules or ions with the total composition C19H37Cl10NO4 in a non-equilibrium geometry, with ωB97M-V/def2-TZVPD.

The geometry in ORCA input format:
```
! RIJCOSX wB97M-V def2-TZVPD def2/J DEFGRID3
* xyz 0 1
C -4.23157 3.12473 1.28703
O -3.00181 3.43533 0.57833
C -1.84576 3.23250 1.44985
C -0.53581 3.02241 0.53227
C -0.82370 2.00306 -0.70670
C 0.65518 1.61761 -1.29074
C 0.93338 0.11327 -0.82094
C 2.49383 -0.33234 -0.93498
C 2.65265 -1.85101 -1.49747
C 1.98964 -2.96018 -0.54699
O 1.44013 -2.56285 0.73608
C 0.02736 -2.86437 0.64380
O -0.84467 -2.72739 1.52711
O -0.36379 -3.42740 -0.62689
C 0.88813 -3.96566 -1.13423
C 1.01195 -4.43666 -2.65800
C -0.37636 -4.79892 -3.37455
C -1.20656 -3.53964 -3.94891
N -0.65134 -2.19933 -3.62013
H -4.15452 3.37031 2.40209
H -4.48895 2.02285 1.10790
H -5.06796 3.76814 0.85314
H -1.66403 4.18912 2.07941
H -2.00052 2.37430 2.19075
H 0.31013 2.62876 1.21144
H -0.16259 4.00284 0.05903
H -1.28072 1.03375 -0.27333
H -1.50088 2.46917 -1.49906
H 0.60375 1.76448 -2.42033
H 1.42501 2.34493 -0.84311
H 0.34945 -0.64188 -1.44774
H 0.59101 -0.00618 0.27826
H 2.94479 0.36383 -1.73966
H 3.04869 -0.24310 0.05794
H 3.78377 -2.08503 -1.54731
H 2.23813 -1.82623 -2.56355
H 2.87416 -3.66720 -0.30792
H 0.98158 -4.94382 -0.51866
H 1.60481 -3.72159 -3.33088
H 1.63060 -5.41437 -2.64019
H -1.04915 -5.41749 -2.68080
H -0.10661 -5.46012 -4.28474
H -2.24779 -3.58427 -3.44767
H -1.33363 -3.59802 -5.08040
H -0.81668 -1.92049 -2.64674
H 0.32496 -2.08196 -3.91021
C -3.91768 -0.41488 3.07039
Cl -5.26420 0.72600 3.23226
Cl -3.01841 -0.15531 1.57173
H -3.24226 -0.27702 3.91248
H -4.31141 -1.43015 3.07400
C -3.57448 -3.00589 -1.16439
Cl -4.84724 -3.81060 -2.09165
Cl -3.59894 -1.25842 -1.42553
H -3.72722 -3.20696 -0.10494
H -2.60761 -3.39671 -1.47761
C 4.46273 3.67848 -0.72212
Cl 3.27253 4.84206 -1.31822
Cl 4.51426 2.23698 -1.74597
H 5.44286 4.14543 -0.72112
H 4.19356 3.38376 0.29098
C -3.00234 1.79289 6.59309
Cl -1.78553 0.75034 5.84535
Cl -2.78043 3.47938 6.11401
H -3.99175 1.46322 6.27870
H -2.91491 1.71804 7.67586
C 7.21508 4.44779 1.81312
Cl 6.02541 5.61289 1.21817
Cl 7.26652 3.00626 0.78932
H 8.19823 4.91581 1.81449
H 6.94552 4.15273 2.82601
*
```

Values from the calculation:
HOMO energy in eV: -9.092
SMILES string: COCCCCCCC[C@H]1OC(=O)O[C@H]1CCCN.ClCCl.ClCCl.ClCCl.ClCCl.ClCCl
Energy in Eh: -5703.62621
Frontier orbital gap in eV: 9.578
Energy relative to the best compared isomer or geometry (same formula, charge and spin) in kJ/mol: 312.4

Computed, not measured: 12 unconnected molecules or ions with the total composition C19H37Cl22F2O2P, with ωB97M-V/def2-TZVPD.

The geometry in ORCA input format:
```
! RIJCOSX wB97M-V def2-TZVPD def2/J DEFGRID3
* xyz 0 1
C 3.44652 0.20130 -0.25308
C 3.10059 -0.63390 -1.50020
C 2.16203 0.13285 -2.44526
C 2.61079 -2.06791 -1.15757
C 3.30304 -3.08566 -2.09054
C 1.11196 -2.28448 -1.34315
O 0.33987 -1.39797 -0.50056
P -1.16167 -1.97006 -0.23711
F -1.72333 -0.73513 0.61367
C -1.92309 -1.44354 -1.88521
C -2.71639 -0.17717 -1.87959
O -3.80762 -0.02642 -2.30151
F -2.05204 0.87297 -1.33341
H 4.10972 1.01827 -0.55757
H 4.03361 -0.42164 0.45932
H 2.55585 0.61113 0.23691
H 4.05416 -0.76032 -2.04094
H 2.06138 -0.38634 -3.41045
H 2.61055 1.11315 -2.67832
H 1.17948 0.31793 -1.99841
H 2.84140 -2.29232 -0.10408
H 2.72688 -4.02200 -2.13524
H 4.31674 -3.29903 -1.77749
H 3.28981 -2.66945 -3.10995
H 0.88340 -3.33006 -1.07035
H 0.84088 -2.17006 -2.40212
H -2.59853 -2.23912 -2.22637
H -1.10829 -1.32793 -2.61097
C 6.85701 -3.30468 0.75842
Cl 5.51514 -2.69387 1.72434
Cl 6.64975 -2.94686 -0.96637
H 7.77728 -2.84822 1.09981
H 6.89464 -4.37737 0.87158
C 3.43298 -5.57136 3.66749
Cl 2.78824 -3.97221 4.06020
Cl 3.67502 -5.78098 1.92808
H 4.39158 -5.68511 4.16105
H 2.72401 -6.32064 4.00648
C 9.63116 -5.82704 2.03212
Cl 8.30308 -5.21750 3.03291
Cl 9.41885 -5.45069 0.31355
H 10.55142 -5.36701 2.37073
H 9.67465 -6.90353 2.14313
C 5.63038 4.14345 -1.36130
Cl 6.00366 3.73261 0.31861
Cl 5.02079 2.74692 -2.25981
H 4.87277 4.91441 -1.36061
H 6.53959 4.48689 -1.84030
C -6.76488 1.00093 -1.54855
Cl -7.82359 0.39521 -0.26003
Cl -7.49088 0.79651 -3.14429
H -6.59180 2.05698 -1.38014
H -5.83323 0.45251 -1.51839
C 1.25080 5.28866 -3.27799
Cl 0.74834 4.67114 -1.70337
Cl 3.01545 5.36872 -3.41401
H 0.86796 4.64355 -4.05939
H 0.86028 6.29445 -3.38101
C -3.43266 4.82546 -1.38338
Cl -2.30075 4.60326 -0.04970
Cl -2.87193 6.04933 -2.53581
H -3.53061 3.88310 -1.91058
H -4.38714 5.14050 -0.97936
C -8.55662 0.75160 3.44588
Cl -9.07657 2.28305 4.16729
Cl -9.08130 -0.64115 4.39524
H -8.98726 0.67905 2.45510
H -7.47478 0.74939 3.39383
C -11.71101 4.37123 5.50092
Cl -11.67906 6.12648 5.71633
Cl -12.51978 3.55039 6.83998
H -12.24532 4.14631 4.58589
H -10.69165 4.01348 5.44476
C 0.18754 -8.79597 5.28072
Cl -0.93641 -7.51870 4.81737
Cl 1.87601 -8.30686 5.05244
H 0.04110 -9.02592 6.32896
H 0.00146 -9.66523 4.66196
C -3.27703 9.26544 -4.85966
Cl -1.85856 8.21137 -4.79336
Cl -2.88704 10.87503 -5.47252
H -4.00634 8.81228 -5.51993
H -3.67242 9.36406 -3.85575
*
```

Values from the calculation:
HOMO energy in eV: -9.679
SMILES string: CC(C)[C@H](C)COP(F)CC(=O)F.ClCCl.ClCCl.ClCCl.ClCCl.ClCCl.ClCCl.ClCCl.ClCCl.ClCCl.ClCCl.ClCCl
Energy in Eh: -11561.95327
Frontier orbital gap in eV: 10.020

Computed, not measured: a molecular structure, C19H37GeN5PdS2Si3, with ωB97M-V/def2-TZVPD.

The geometry in ORCA input format:
```
! RIJCOSX wB97M-V def2-TZVPD def2/J DEFGRID3
* xyz 1 4
Pd 0.61962 -0.64132 -0.20215
N -3.39082 -1.49116 2.16855
C -2.16225 -1.48856 1.54876
S -2.20857 -1.15474 -0.20409
N -1.10512 -1.71178 2.23467
N 0.09265 -1.62914 1.59332
C 1.12330 -2.23331 2.17899
C 2.37207 -2.17941 1.54798
C 3.52325 -2.86656 2.01728
C 4.67113 -2.85550 1.28735
C 4.71006 -2.15782 0.05212
C 3.59453 -1.47714 -0.34162
N 2.45517 -1.45096 0.38207
H -4.18687 -1.67852 1.58139
H -3.40635 -1.94525 3.07069
H 0.96654 -2.77557 3.10215
H 3.45657 -3.40910 2.95050
H 5.54549 -3.38509 1.64001
H 5.59325 -2.15238 -0.56871
H 3.57061 -0.93382 -1.27866
C -2.58304 4.13312 0.50053
Si -2.78284 2.33993 0.96892
C -2.44358 2.01345 2.77318
C -4.46072 1.74922 0.40988
Ge -1.29118 0.93452 -0.31197
Si -0.77216 0.94450 -2.68614
C 0.80481 0.04541 -3.14571
C -2.23189 0.11876 -3.50516
C -0.59395 2.73182 -3.19746
Si 1.51095 1.43456 0.75443
C 1.67810 1.08244 2.56973
C 3.13650 1.73235 -0.11417
C 0.64288 3.10165 0.60271
H -3.47073 4.66766 0.84895
H -2.52860 4.27252 -0.58039
H -1.71293 4.60646 0.95180
H -3.31203 2.31071 3.36592
H -1.58932 2.59790 3.11954
H -2.24944 0.95993 2.97904
H -5.22090 2.18642 1.06247
H -4.56335 0.66721 0.45030
H -4.67089 2.07848 -0.60952
H 0.82924 -1.01389 -2.87875
H 1.69896 0.54164 -2.76020
H 0.85957 0.09579 -4.23921
H -2.27252 -0.94738 -3.27568
H -2.13232 0.21989 -4.58928
H -3.18126 0.56756 -3.21158
H 0.27557 3.20620 -2.73943
H -1.47506 3.32712 -2.95592
H -0.45377 2.77154 -4.28093
H 2.24576 0.18040 2.78949
H 0.69252 0.98043 3.02915
H 2.18506 1.93159 3.03652
H 3.82687 0.89914 -0.17671
H 3.62161 2.51400 0.48120
H 2.98280 2.14855 -1.11259
H -0.06417 3.24883 1.42050
H 0.13609 3.31974 -0.33895
H 1.42472 3.86024 0.71329
S 1.17314 -5.60812 -1.23023
C -0.48132 -5.26198 -1.46327
C -0.66445 -3.91861 -1.50096
N 0.46625 -3.16206 -1.31206
C 1.49982 -3.94259 -1.14761
H -1.21826 -6.03722 -1.58256
H -1.60910 -3.42719 -1.65901
H 2.50430 -3.58554 -0.98273
*
```

Values from the calculation:
HOMO energy (alpha / beta) in eV: -8.482 / -10.799
Expectation value of S²: 3.787
Energy in Eh: -4889.44903
Frontier orbital gap (alpha / beta) in eV: 6.131 / 5.914

Computed, not measured: a molecular structure, C19H37LiN2O8P2 in a non-equilibrium geometry, with ωB97M-V/def2-TZVPD.

The geometry in ORCA input format:
```
! RIJCOSX wB97M-V def2-TZVPD def2/J DEFGRID3
* xyz 0 1
Li 14.90409 7.79992 7.97857
C 19.66696 6.78187 10.50026
C 20.06832 7.85920 9.54104
C 21.28020 8.65532 10.01674
O 19.01084 8.79991 9.32122
P 17.90775 8.77749 8.26316
O 16.88671 7.65660 8.37408
C 17.21641 10.46179 8.65059
P 15.49076 10.79964 8.13264
O 14.63327 9.58917 8.21462
O 15.64582 11.48293 6.76926
C 15.00523 11.69178 5.47266
C 13.97159 10.63803 5.19346
C 14.46779 13.10871 5.48966
O 14.99816 11.90619 9.13837
C 13.69715 11.76261 9.85426
C 12.89172 13.02342 9.53732
C 14.06190 11.51355 11.31091
O 18.45208 9.00101 6.77358
C 18.26093 8.02969 5.66569
C 19.00474 6.73074 6.13012
C 18.93071 8.70928 4.51326
H 20.55503 6.06152 10.55138
H 18.76983 6.23458 10.14613
H 19.65861 7.03017 11.56786
H 20.27921 7.33743 8.62239
H 20.97674 9.39374 10.75783
H 21.82788 9.18239 9.25421
H 22.08019 7.99550 10.40925
H 17.91405 11.15277 8.15291
H 17.32164 10.62812 9.71539
H 15.79588 11.56513 4.74978
H 13.04435 10.97629 5.75376
H 14.29483 9.66299 5.44929
H 13.72058 10.60451 4.13832
H 13.76606 13.25639 6.35704
H 13.92260 13.21269 4.51222
H 15.27240 13.72208 5.62113
H 13.11656 10.91451 9.51462
H 13.51726 13.92805 9.82034
H 12.05185 13.07139 10.27677
H 12.49481 13.17054 8.50387
H 14.97332 12.08392 11.61645
H 14.27870 10.44062 11.47303
H 13.17122 11.79022 11.84679
H 17.18772 7.89099 5.55766
H 20.11643 6.94671 6.02375
H 18.76466 5.87009 5.50437
H 18.87850 6.56277 7.20992
H 20.04945 8.78094 4.76348
H 18.54772 9.77398 4.36410
H 18.84655 8.20722 3.53596
N 6.76718 6.38721 8.01567
C 7.69569 7.34095 7.86673
C 9.08625 7.10423 8.04191
C 9.94001 8.19930 8.03356
N 9.56214 9.49041 7.80900
C 8.25084 9.72952 7.60990
C 7.33428 8.70753 7.64076
H 7.15884 5.47701 7.74260
H 5.80133 6.57673 7.89227
H 9.50396 6.09079 8.23412
H 10.99250 7.92344 8.22083
H 7.95156 10.78320 7.46526
H 6.21638 8.86211 7.60308
O 13.54204 6.41874 7.28598
C 13.87603 6.65344 6.12130
O 14.72576 7.47507 5.66370
H 13.30523 5.99483 5.40724
*
```

Values from the calculation:
HOMO energy in eV: -8.240
Energy in Eh: -2148.10517
Frontier orbital gap in eV: 8.799